An isolated molecule of C21H20N4O4. Source: OMol25; level of theory: wB97M-V/def2-TZVPD.

E_LUMO   0.324 eV
Total energy   -1332.19510 a.u.
SMILES string   COc1ccc(OC/C(N)=N/NC(=O)c2cccnc2Oc2ccccc2)cc1
Max |F|   0.94 eV/Å
Kohn-Sham gap   7.97 eV

Each line ends with the natural charge from an NBO analysis.
Cartesian coordinates (Å):
C (-3.224, 3.969, 2.364)  -0.252
H (-2.655, 4.756, 2.870)  0.173
O (-3.104, 2.735, 3.026)  -0.514
C (-1.858, 2.183, 3.146)  0.339
C (-1.792, 0.966, 3.827)  -0.265
C (-0.587, 0.326, 4.000)  -0.226
C (0.593, 0.878, 3.499)  0.294
C (0.528, 2.087, 2.825)  -0.276
C (-0.687, 2.734, 2.648)  -0.302
H (-0.695, 3.671, 2.113)  0.216
H (1.412, 2.547, 2.413)  0.214
O (1.735, 0.171, 3.760)  -0.481
C (2.932, 0.571, 3.160)  -0.104
C (2.952, 0.453, 1.645)  0.400
N (1.888, -0.009, 1.116)  -0.354
N (1.658, -0.213, -0.219)  -0.424
C (2.148, 0.380, -1.322)  0.644
O (3.032, 1.240, -1.318)  -0.676
C (1.554, -0.057, -2.620)  -0.236
C (2.141, 0.474, -3.766)  -0.092
C (1.664, 0.154, -5.025)  -0.292
C (0.581, -0.702, -5.099)  0.075
N (0.003, -1.222, -4.030)  -0.484
C (0.461, -0.928, -2.828)  0.540
O (-0.175, -1.453, -1.758)  -0.504
C (-1.191, -2.390, -1.884)  0.274
C (-2.234, -2.275, -0.972)  -0.248
C (-3.252, -3.210, -0.977)  -0.198
C (-3.233, -4.256, -1.885)  -0.221
C (-2.183, -4.370, -2.780)  -0.216
C (-1.154, -3.445, -2.783)  -0.195
H (-0.335, -3.538, -3.477)  0.227
H (-2.159, -5.190, -3.482)  0.215
H (-4.031, -4.983, -1.891)  0.215
H (-4.063, -3.118, -0.270)  0.218
H (-2.231, -1.456, -0.269)  0.229
H (0.142, -0.995, -6.043)  0.197
H (2.117, 0.560, -5.915)  0.225
H (2.977, 1.145, -3.635)  0.247
H (0.861, -0.828, -0.332)  0.427
N (4.129, 0.778, 1.051)  -0.831
H (4.805, 1.289, 1.596)  0.381
H (4.062, 1.018, 0.057)  0.435
H (3.195, 1.604, 3.442)  0.179
H (3.694, -0.099, 3.572)  0.214
H (-0.531, -0.614, 4.525)  0.222
H (-2.706, 0.542, 4.211)  0.221
H (-4.284, 4.218, 2.393)  0.198
H (-2.899, 3.901, 1.320)  0.173


A structure of composition C16H15ClPt in a non-equilibrium geometry. Source: OMol25; level of theory: wB97M-V/def2-TZVPD.

E_LUMO (spin up / spin down)   0.577 / -4.015 eV
Total energy   -1197.90735 a.u.
Max |F|   2.25 eV/Å
Spin multiplicity   5
Kohn-Sham gap (spin up / spin down)   7.16 / 3.35 eV

Each line ends with the natural charge from an NBO analysis.
Cartesian coordinates (Å):
C (-2.431, -0.983, -0.034)  -0.427
C (-1.614, -1.154, -1.261)  -0.198
C (-1.416, 0.110, -1.849)  -0.305
H (-1.221, -2.092, -1.617)  0.232
C (-1.963, 1.123, -1.011)  -0.217
C (-2.518, 0.529, 0.158)  -0.326
H (-3.122, 1.023, 0.926)  0.241
H (-3.270, -1.650, 0.289)  0.249
H (-0.984, 0.303, -2.831)  0.213
H (-1.988, 2.187, -1.246)  0.214
Pt (-0.895, -0.739, 1.264)  0.739
Cl (0.117, -2.734, 0.809)  -0.527
C (2.201, 0.127, -0.143)  -0.105
C (2.073, 1.420, -0.763)  -0.149
C (2.177, 1.208, -2.167)  -0.161
H (1.834, 2.364, -0.270)  0.243
C (2.410, -0.180, -2.418)  -0.144
C (2.410, -0.851, -1.166)  -0.146
H (2.494, -1.928, -0.999)  0.258
H (2.126, -0.091, 0.937)  0.261
H (2.110, 1.947, -2.959)  0.232
H (2.482, -0.623, -3.413)  0.235
C (-0.405, 2.031, 5.140)  -0.233
C (-1.366, 1.052, 4.929)  -0.206
C (-1.348, 0.313, 3.755)  -0.263
C (-0.380, 0.529, 2.792)  -0.273
C (0.588, 1.534, 2.933)  -0.263
C (0.542, 2.271, 4.140)  -0.207
H (-0.422, 2.599, 6.070)  0.214
H (-2.132, 0.798, 5.644)  0.209
H (-2.105, -0.442, 3.572)  0.210
H (1.299, 1.721, 2.124)  0.195
H (1.283, 3.040, 4.319)  0.205


A cluster of 3 separate species, C2H10NO2 in total. Source: OMol25; level of theory: wB97M-V/def2-TZVPD.

E_LUMO (spin up / spin down)   0.429 / 0.426 eV
Total energy   -287.35198 a.u.
Max |F|   1.00 eV/Å
Spin multiplicity   2
Kohn-Sham gap (spin up / spin down)   5.66 / 9.84 eV

Each line ends with the natural charge from an NBO analysis.
Cartesian coordinates (Å):
C (1.272, -0.102, -1.079)  -0.412
C (0.150, -2.300, -1.028)  -0.338
N (0.086, -0.941, -1.114)  -0.587
H (1.397, 0.355, -2.063)  0.180
H (2.190, -0.588, -0.773)  0.193
H (1.048, 0.732, -0.433)  0.209
H (1.098, -2.790, -1.041)  0.163
H (-0.727, -2.924, -1.035)  0.173
H (-0.719, -0.382, -0.869)  0.409
H (-1.332, 2.421, -0.507)  0.480
H (-1.125, 1.598, 0.816)  0.496
O (-1.196, 1.544, -0.146)  -0.972
H (-1.347, 0.747, 2.844)  0.473
H (-0.299, 1.424, 3.676)  0.482
O (-0.498, 1.204, 2.751)  -0.949


An isolated molecule of C5H10N2 in a non-equilibrium geometry. Source: OMol25; level of theory: wB97M-V/def2-TZVPD.

E_LUMO   0.956 eV
Total energy   -305.98805 a.u.
SMILES string   C=C(C)/C(N)=N/C
Max |F|   2.54 eV/Å
Kohn-Sham gap   10.04 eV

Each line ends with the natural charge from an NBO analysis.
Cartesian coordinates (Å):
C (1.149, 1.938, 1.253)  -0.452
C (-1.591, -1.510, -0.016)  -0.651
C (0.043, 0.315, -0.075)  0.399
C (-0.165, -1.113, -0.437)  -0.042
N (-0.567, 1.258, -0.872)  -0.829
C (0.832, -1.956, -0.705)  -0.352
N (0.811, 0.561, 0.939)  -0.488
H (-0.784, 0.942, -1.811)  0.387
H (-0.124, 2.166, -0.881)  0.387
H (0.269, 2.500, 1.585)  0.188
H (1.874, 1.949, 2.073)  0.207
H (1.612, 2.457, 0.407)  0.170
H (-2.304, -0.681, 0.028)  0.223
H (-1.569, -1.996, 0.964)  0.231
H (-1.971, -2.224, -0.753)  0.215
H (1.834, -1.583, -0.897)  0.209
H (0.651, -3.022, -0.803)  0.198